{"formula": "C5H14N2O", "method": "ωB97M-V/def2-TZVPD", "homo_ev": -9.61, "charge": 0, "smiles": "C=NCC.NCCO", "multiplicity": 1, "e_lumo_ev": 0.97, "species": ["C", "N", "C", "C", "H", "H", "H", "H", "H", "H", "H", "N", "C", "C", "O", "H", "H", "H", "H", "H", "H", "H"], "xyz": [[3.1536, 1.7523, -1.8928], [2.1170, 1.0830, -2.2724], [1.7292, -0.0437, -1.4366], [0.3429, -0.5432, -1.8927], [3.7839, 1.5347, -0.9871], [3.4020, 2.6122, -2.5494], [2.3942, -0.9198, -1.5640], [1.6637, 0.1857, -0.3853], [-0.0151, -1.3615, -1.2347], [-0.4154, 0.2685, -1.7866], [0.3958, -0.8723, -2.9411], [-0.8617, 0.1417, 3.0995], [-1.8894, 0.1910, 2.0287], [-1.5728, -0.9336, 0.9924], [-2.4751, -0.8478, -0.1364], [-1.2582, 0.0899, 4.0340], [-0.3716, 1.0283, 3.0892], [-2.1095, 1.1222, 1.5347], [-2.8790, -0.0940, 2.4252], [-1.6479, -1.9186, 1.4643], [-0.5637, -0.7786, 0.6576], [-2.9229, -1.6964, -0.2466]], "forces_ev_per_angstrom": [[-1.3, -0.4, -0.9], [2.1, 0.8, 1.1], [-1.1, -1.3, -0.9], [-0.4, 0.4, 0.5], [-0.6, 0.1, -0.7], [0.2, -0.5, 0.7], [0.2, 0.6, 0.1], [0.3, 0.4, 0.5], [0.3, 0.3, -0.6], [0.5, -0.5, -0.3], [-0.2, 0.1, 0.4], [-0.3, 0.9, -0.5], [-1.0, -2.5, 0.4], [-0.9, 0.9, 0.1], [0.3, -0.2, 0.6], [-0.2, -0.1, -0.3], [0.3, -0.1, 0.0], [0.7, 0.6, -0.2], [0.3, 0.1, 0.2], [0.1, 0.2, 0.1], [0.5, -0.1, -0.3], [0.2, 0.3, 0.1]]}